[1]
{
  "formula": "C46H58Cl2MoN5",
  "method": "ωB97M-V/def2-TZVPD",
  "multiplicity": 3,
  "fmax_ha_per_bohr": 0.0383,
  "de_lowest_kj_mol": 0.0,
  "e_tot_ev": -82990.73337,
  "homo_lumo_gap_ev": [5.68, 5.19],
  "charge": 1,
  "elements": ["Mo", "C", "C", "C", "C", "C", "C", "C", "N", "C", "C", "C", "C", "C", "C", "C", "C", "C", "C", "N", "C", "C", "C", "N", "C", "C", "C", "C", "C", "C", "C", "C", "C", "C", "C", "C", "C", "C", "N", "C", "C", "H", "H", "H", "H", "H", "H", "H", "H", "H", "H", "H", "H", "H", "H", "H", "H", "H", "H", "H", "H", "H", "H", "H", "H", "H", "H", "H", "H", "H", "H", "H", "H", "H", "H", "H", "H", "H", "H", "H", "H", "H", "H", "H", "H", "C", "N", "C", "C", "C", "C", "C", "C", "C", "C", "H", "H", "H", "H", "H", "H", "H", "H", "H", "H", "H", "H", "Cl", "C", "Cl", "H", "H"],
  "coordinates": [[0.19, -0.22, 0.02], [0.54, -5.67, -1.97], [-0.56, -4.96, -2.77], [-1.00, -3.72, -2.07], [-2.14, -3.46, -1.37], [-3.31, -4.35, -1.10], [-3.35, -4.73, 0.38], [-2.01, -2.11, -0.86], [-0.74, -1.64, -1.09], [-0.17, -2.54, -1.96], [0.91, -2.19, -2.74], [1.63, -1.01, -2.59], [2.59, -0.50, -3.51], [2.68, -0.88, -4.95], [1.43, -0.39, -5.70], [3.27, 0.50, -2.85], [2.69, 0.60, -1.55], [3.14, 1.43, -0.51], [2.35, 1.84, 0.54], [1.01, 1.50, 0.60], [0.38, 2.61, 1.12], [-0.94, 2.90, 0.87], [-1.86, 2.03, 0.30], [-1.60, 0.71, 0.01], [-2.81, 0.11, -0.22], [-3.01, -1.26, -0.45], [-3.85, 1.08, -0.16], [-3.25, 2.29, 0.12], [-3.91, 3.63, 0.18], [-4.36, 4.04, 1.59], [-5.29, 0.81, -0.46], [-5.48, 0.61, -1.97], [1.37, 3.50, 1.69], [2.60, 3.00, 1.37], [3.95, 3.56, 1.68], [4.71, 2.74, 2.72], [1.06, 4.79, 2.37], [1.08, 5.92, 1.34], [1.62, -0.25, -1.43], [4.33, 1.39, -3.41], [5.72, 0.75, -3.40], [0.86, -6.57, -2.49], [0.16, -5.96, -0.99], [1.40, -5.03, -1.84], [-1.40, -5.64, -2.91], [-0.17, -4.70, -3.75], [-3.24, -5.25, -1.71], [-4.24, -3.84, -1.37], [-2.44, -5.27, 0.65], [-4.20, -5.37, 0.58], [-3.41, -3.85, 1.01], [1.19, -2.86, -3.54], [2.75, -1.96, -5.05], [3.57, -0.43, -5.39], [0.53, -0.85, -5.31], [1.52, -0.63, -6.76], [1.34, 0.69, -5.61], [4.12, 1.88, -0.61], [-1.30, 3.88, 1.15], [-4.03, -1.61, -0.42], [-4.78, 3.62, -0.47], [-3.21, 4.37, -0.20], [-5.12, 3.35, 1.96], [-4.80, 5.03, 1.54], [-3.53, 4.06, 2.29], [-5.89, 1.65, -0.12], [-5.63, -0.08, 0.07], [-5.15, 1.49, -2.50], [-6.52, 0.43, -2.20], [-4.89, -0.24, -2.32], [3.84, 4.58, 2.05], [4.55, 3.61, 0.77], [4.13, 2.63, 3.63], [5.64, 3.24, 2.98], [4.95, 1.75, 2.35], [1.79, 4.98, 3.16], [0.07, 4.74, 2.83], [2.07, 5.99, 0.88], [0.86, 6.87, 1.82], [0.35, 5.75, 0.56], [4.35, 2.33, -2.86], [4.06, 1.63, -4.45], [6.03, 0.51, -2.39], [6.44, 1.44, -3.83], [5.73, -0.17, -3.98], [-2.62, 0.13, 3.00], [-1.23, 0.59, 2.97], [-1.15, 1.81, 3.75], [-0.37, -0.41, 3.58], [-0.27, -1.71, 2.82], [-0.58, -2.88, 3.51], [-0.30, -4.13, 2.97], [0.33, -4.20, 1.75], [0.58, -3.04, 1.04], [0.25, -1.76, 1.51], [-2.97, -0.01, 4.03], [-2.69, -0.82, 2.47], [-3.25, 0.86, 2.51], [-1.44, 1.64, 4.80], [-1.81, 2.56, 3.33], [-0.13, 2.19, 3.75], [-0.68, -0.62, 4.62], [0.64, 0.02, 3.63], [-1.02, -2.82, 4.49], [-0.56, -5.02, 3.52], [0.63, -5.15, 1.34], [1.04, -3.14, 0.06], [3.52, -1.79, 0.34], [4.08, -1.41, 1.97], [2.96, -0.27, 2.72], [5.07, -0.95, 1.91], [4.09, -2.33, 2.56]],
  "mulliken_charge": [-1.78, -0.96, -0.99, 0.58, 0.46, -1.24, -0.99, 0.12, 0.20, -0.26, -0.32, 0.28, 0.17, -1.23, -1.16, 0.33, -0.53, -0.71, -0.18, 1.09, -0.54, -0.76, -0.28, 0.36, -0.24, -0.85, 0.97, 0.77, -1.34, -1.13, -1.31, -1.18, 0.47, 0.73, -0.90, -1.13, -1.40, -1.28, 0.45, -1.16, -1.20, 0.48, 0.16, 0.22, 0.42, 0.36, 0.35, 0.40, 0.24, 0.46, 0.19, 0.55, 0.39, 0.38, 0.25, 0.45, 0.31, 0.63, 0.79, 0.66, 0.48, 0.47, 0.28, 0.47, 0.18, 0.50, 0.39, 0.31, 0.44, 0.29, 0.41, 0.40, 0.30, 0.49, 0.11, 0.62, 0.32, 0.34, 0.45, 0.30, 0.45, 0.47, 0.31, 0.41, 0.34, -1.03, 1.19, -1.25, -1.62, 1.19, -0.52, -1.03, -1.12, 0.22, 1.62, 0.44, 0.12, 0.17, 0.60, 0.04, 0.31, 0.45, -0.03, 0.48, 0.44, 0.54, 0.41, -0.02, -0.61, 0.01, 0.42, 0.46]
}

---

[2]
{
  "formula": "C46H58MnN5O9P2Se",
  "method": "ωB97M-V/def2-TZVPD",
  "multiplicity": 6,
  "fmax_ha_per_bohr": 0.0350,
  "de_lowest_kj_mol": 1.2,
  "e_tot_ev": -189776.19063,
  "homo_lumo_gap_ev": [5.11, 5.12],
  "charge": -1,
  "elements": ["Mn", "O", "C", "C", "C", "C", "C", "C", "C", "O", "N", "N", "C", "C", "C", "C", "C", "C", "C", "O", "H", "H", "H", "H", "H", "H", "H", "H", "H", "H", "C", "C", "C", "O", "P", "O", "C", "P", "O", "O", "C", "C", "C", "O", "C", "C", "C", "O", "C", "C", "C", "H", "H", "H", "H", "H", "H", "H", "H", "H", "H", "H", "H", "H", "H", "H", "H", "H", "H", "H", "H", "H", "H", "H", "H", "H", "H", "H", "H", "H", "H", "C", "C", "C", "C", "C", "C", "Se", "C", "C", "C", "H", "H", "H", "H", "H", "H", "H", "H", "H", "H", "H", "N", "C", "C", "C", "C", "C", "C", "C", "N", "C", "C", "N", "C", "H", "H", "H", "H", "H", "H", "H"],
  "coordinates": [[0.04, 0.12, 0.43], [-1.33, -5.48, 0.64], [-2.52, -4.95, 0.37], [-3.62, -5.81, 0.36], [-4.89, -5.35, 0.06], [-5.09, -4.01, -0.23], [-4.01, -3.14, -0.19], [-2.72, -3.57, 0.12], [-1.63, -2.56, 0.20], [-1.90, -1.32, 0.15], [-0.41, -3.03, 0.32], [0.58, -2.08, 0.25], [1.75, -2.53, 0.54], [2.96, -1.78, 0.36], [4.19, -2.37, 0.72], [5.38, -1.70, 0.59], [5.36, -0.39, 0.06], [4.19, 0.20, -0.33], [2.94, -0.46, -0.20], [1.85, 0.11, -0.58], [-0.69, -4.69, 0.60], [-3.44, -6.86, 0.58], [-5.72, -6.04, 0.05], [-6.08, -3.64, -0.48], [-4.16, -2.09, -0.43], [1.84, -3.56, 0.91], [4.18, -3.39, 1.10], [6.31, -2.16, 0.88], [6.30, 0.15, -0.03], [4.18, 1.20, -0.75], [-5.59, 3.28, -0.61], [-4.21, 3.08, 0.00], [-3.75, 4.27, 0.82], [-4.26, 1.92, 0.86], [-3.24, 0.71, 0.51], [-1.87, 1.27, 0.49], [-3.69, -0.25, 2.01], [-2.27, -0.19, 3.13], [-0.95, -0.63, 2.65], [-2.73, -0.94, 4.48], [-2.72, -2.35, 4.79], [-4.11, -2.70, 5.29], [-2.31, -3.26, 3.64], [-2.37, 1.31, 3.61], [-1.80, 1.87, 4.81], [-0.37, 1.41, 5.07], [-1.88, 3.37, 4.64], [-3.96, 0.28, -0.85], [-3.47, -0.30, -2.07], [-2.26, 0.43, -2.63], [-4.66, -0.23, -3.02], [-5.57, 4.06, -1.37], [-6.31, 3.57, 0.17], [-5.93, 2.35, -1.06], [-3.49, 2.91, -0.80], [-4.46, 4.48, 1.62], [-3.65, 5.15, 0.18], [-2.77, 4.04, 1.25], [-3.96, -1.27, 1.79], [-4.51, 0.27, 2.50], [-2.00, -2.47, 5.61], [-4.84, -2.52, 4.50], [-4.38, -2.07, 6.15], [-4.15, -3.75, 5.58], [-3.00, -3.17, 2.81], [-2.31, -4.29, 3.98], [-1.31, -3.01, 3.28], [-2.44, 1.55, 5.64], [0.29, 1.77, 4.28], [-0.32, 0.32, 5.09], [-0.04, 1.80, 6.03], [-1.17, 3.69, 3.88], [-1.65, 3.87, 5.59], [-2.88, 3.67, 4.32], [-3.21, -1.35, -1.89], [-2.45, 1.50, -2.67], [-2.04, 0.07, -3.63], [-1.38, 0.27, -2.01], [-4.99, 0.80, -3.12], [-5.48, -0.83, -2.62], [-4.38, -0.62, -4.00], [3.44, 8.02, 0.13], [2.70, 6.75, -0.17], [2.95, 6.01, -1.32], [2.25, 4.84, -1.61], [2.57, 4.09, -2.88], [1.24, 4.38, -0.74], [0.21, 2.83, -1.21], [1.00, 5.11, 0.44], [-0.02, 4.68, 1.45], [1.73, 6.27, 0.70], [4.18, 8.23, -0.65], [3.96, 7.96, 1.09], [2.75, 8.87, 0.18], [3.72, 6.35, -2.00], [3.46, 4.49, -3.36], [1.73, 4.15, -3.57], [2.71, 3.03, -2.66], [-0.37, 3.66, 1.25], [-0.89, 5.35, 1.42], [0.40, 4.73, 2.46], [1.52, 6.82, 1.62], [7.50, -1.94, 7.68], [6.78, -1.48, 6.91], [5.88, -0.92, 5.95], [5.10, -1.76, 5.16], [4.22, -1.24, 4.23], [4.11, 0.15, 4.09], [4.90, 0.99, 4.87], [5.77, 0.46, 5.80], [3.18, 0.69, 3.19], [3.28, 1.91, 2.54], [2.12, 2.06, 1.85], [1.30, 0.97, 2.07], [1.97, 0.17, 2.86], [5.20, -2.83, 5.26], [3.64, -1.88, 3.59], [4.80, 2.06, 4.77], [6.38, 1.11, 6.41], [4.16, 2.52, 2.57], [1.82, 2.87, 1.20], [1.59, -0.76, 3.26]],
  "mulliken_charge": [1.78, -0.71, 0.36, -0.76, -0.47, -1.75, 0.01, 0.46, -0.41, 0.70, -0.91, 0.00, -0.33, 0.75, -0.63, -0.64, -0.53, -0.36, -0.09, -0.83, 0.49, 0.44, 0.37, 0.44, 0.63, 0.24, 0.37, 0.40, 0.42, 0.46, -1.74, 1.27, -0.80, -0.42, -0.31, 1.09, -0.87, -0.37, 0.11, -0.38, 0.60, -1.54, -0.85, -0.22, 0.60, -0.97, -1.18, -0.43, 1.50, -1.45, -1.78, 0.37, 0.35, 0.37, -0.16, 0.36, 0.42, -0.29, 0.23, 0.82, 0.29, 0.29, 0.38, 0.43, 0.00, 0.59, 0.03, 0.19, -0.06, 0.19, 0.58, -0.04, 0.47, 0.37, -0.01, 0.31, 0.49, 0.01, 0.34, 0.39, 0.43, -1.48, 0.55, -1.01, 0.41, -1.57, 0.14, -0.14, 1.02, -0.91, -0.83, 0.34, 0.31, 0.31, 0.24, 0.39, 0.29, 0.18, -0.71, 0.77, 0.33, 0.37, -0.56, 0.00, 0.56, -1.02, 0.27, 0.33, -0.51, -0.88, 0.89, -1.31, -0.27, 1.85, -1.67, 0.44, 0.35, 0.47, 0.44, 0.47, -0.18, 0.47]
}

---

Question: Among the records above, which one has the lowest multiplicity?
Answer: C46H58Cl2MoN5

---

Question: The highest charge belongs to which entry?
Answer: C46H58Cl2MoN5

---

Question: What is the formula in the second record?
Answer: C46H58MnN5O9P2Se

---

Question: Which formula does entry 2 have?
Answer: C46H58MnN5O9P2Se